[1]
# C26H50BrF2IN6O7PS

A cluster of 6 separate species, C26H50BrF2IN6O7PS in total at a distorted geometry (the ωB97M-V functional and the def2-TZVPD basis, the OMol25 dataset).

Results
- lowest unoccupied orbital energy (eV) = -4.76
- net charge = +1
- E_HOMO (eV) = -10.772
- HOMO-LUMO gap (eV) = 6.011

Structure (XYZ):
```
95
Properties=species:S:1:pos:R:3:forces:R:3
C 1.60464 -2.01145 1.52844 -0.02 -0.86 -0.14
C 0.93361 -1.40004 0.23403 0.22 -0.31 0.48
P -0.17267 0.08817 0.65310 2.58 1.41 1.05
C -0.58250 0.09323 2.50657 -0.84 -1.41 -0.71
N -1.72586 -0.04036 -0.29816 -2.67 -1.57 -0.53
C -2.57799 -1.13649 -0.15250 -1.67 0.43 -1.30
Br -2.10481 -2.55381 1.11440 -0.53 1.40 -1.34
C -3.85346 -1.26637 -0.91620 0.73 0.58 0.10
C -4.68690 -2.56759 -0.69571 0.96 -0.07 -0.69
C -4.25360 -0.16969 -1.82575 3.48 -0.79 1.69
S -5.83683 -0.34266 -2.67855 -4.94 0.35 0.09
O -6.83531 -0.96779 -1.82956 2.50 -0.35 -0.54
O -6.38597 0.88263 -3.19900 2.30 -0.85 -0.43
F -5.57620 -1.38654 -3.90712 0.50 1.47 1.68
C -3.32206 0.95131 -1.95213 -0.04 -0.83 0.49
I -3.74687 2.57387 -3.31475 0.21 -0.76 1.02
C -2.07483 0.99685 -1.16766 -0.74 0.34 -0.32
C -1.08113 2.19170 -1.28191 0.49 0.21 -0.47
C 0.15711 1.75268 -2.19325 -0.43 -0.27 0.57
F 0.70584 2.86040 -2.86366 -0.82 -0.88 0.53
H 2.16876 -1.22957 2.12467 -1.12 -1.15 -0.88
H 0.84916 -2.55476 2.16043 0.71 0.52 -0.53
H 2.36100 -2.77956 1.20304 -0.81 0.60 0.12
H 0.37237 -2.16177 -0.36245 0.59 0.55 0.44
H 1.78260 -0.98240 -0.37503 -1.12 -0.22 0.31
H 0.15466 0.75142 3.01996 -0.60 -0.44 -0.65
H -1.64582 0.43115 2.58739 0.90 -0.03 0.19
H -0.52688 -0.96166 2.88880 0.00 1.20 -0.07
H -3.97518 -3.44173 -0.75574 -0.67 0.86 0.37
H -5.43236 -2.77190 -1.50797 0.60 0.55 1.07
H -5.14742 -2.50247 0.31849 0.16 -0.24 -0.87
H -0.74300 2.56175 -0.27683 -0.33 -0.68 -0.92
H -1.51907 3.08079 -1.79694 -0.06 -1.03 0.37
H -0.21165 0.97503 -2.91962 0.72 0.95 0.33
H 0.95540 1.32658 -1.54057 -0.58 0.28 -0.60
C 3.61075 0.83337 2.33755 0.62 0.51 -0.01
O 2.44606 0.43072 2.40969 0.05 1.08 0.34
N 4.06787 1.96764 2.87637 -0.29 -0.64 -0.13
C 5.45627 2.37032 2.74722 0.01 0.12 -0.18
C 3.14822 2.82518 3.61423 0.10 -1.09 0.03
H 4.38711 0.26497 1.80393 -0.02 0.03 0.02
H 5.89570 2.46262 3.74304 0.09 0.06 -0.08
H 5.50064 3.33599 2.23816 0.07 0.03 0.12
H 6.02170 1.63320 2.17374 -0.25 0.26 0.23
H 2.72686 2.25995 4.45067 -0.04 0.05 -0.01
H 2.33945 3.12955 2.95629 0.06 0.00 0.13
H 3.66398 3.69748 3.98709 0.10 -0.25 -0.11
C 2.51523 6.42817 3.22676 -0.17 0.22 -0.05
O 2.49140 5.22721 3.44754 -0.52 1.36 -0.15
N 1.48501 7.14925 2.73422 0.41 -0.07 0.14
C 1.58667 8.57669 2.49679 -0.22 -0.16 -0.05
C 0.23675 6.47268 2.43346 0.16 -0.21 0.11
H 3.41395 7.03518 3.42038 -0.03 0.04 -0.02
H 0.83615 9.09481 3.09752 0.08 0.14 -0.08
H 1.40753 8.77836 1.43847 0.03 0.16 0.05
H 2.57557 8.94492 2.76717 -0.04 -0.09 0.00
H -0.14890 6.00675 3.34244 -0.09 -0.04 -0.11
H 0.41980 5.69179 1.69208 -0.13 -0.01 0.03
H -0.49419 7.18071 2.04656 0.11 0.02 0.04
C -4.88574 -6.73413 -1.85241 -0.18 -0.08 0.03
O -3.86597 -6.26855 -1.37438 -0.14 0.18 0.14
N -6.07164 -6.83653 -1.21012 0.26 0.00 -0.34
C -7.24597 -7.40405 -1.84535 0.02 0.10 0.26
C -6.17135 -6.36338 0.15858 0.28 -0.01 -0.08
H -4.91802 -7.12168 -2.88355 -0.05 -0.03 0.01
H -8.04066 -6.65505 -1.86574 -0.09 -0.13 -0.08
H -7.57963 -8.27212 -1.27298 -0.12 0.00 -0.13
H -7.02270 -7.71440 -2.86543 0.06 0.04 0.07
H -5.91912 -5.30121 0.19248 -0.03 -0.03 0.15
H -5.46094 -6.90991 0.78167 -0.06 0.11 0.09
H -7.18075 -6.51177 0.53822 0.04 -0.02 -0.11
C 7.33143 -1.21734 2.34860 0.08 -0.23 0.15
O 6.82330 -0.16359 2.00032 0.01 -0.44 0.09
N 6.92928 -1.96508 3.39848 0.22 0.14 -0.37
C 7.58437 -3.20960 3.75350 -0.20 0.11 0.13
C 5.80525 -1.50834 4.19736 0.05 0.21 -0.21
H 8.18919 -1.65201 1.81150 0.00 -0.02 0.03
H 6.85806 -4.02385 3.70587 0.14 -0.09 0.05
H 7.97659 -3.13156 4.76966 0.05 -0.16 -0.04
H 8.40527 -3.42401 3.07025 -0.06 0.08 0.00
H 4.92374 -1.41530 3.56002 -0.06 0.02 0.15
H 6.03645 -0.52734 4.61777 -0.14 -0.03 0.05
H 5.60159 -2.21240 5.00220 0.08 0.00 -0.08
C 0.34748 0.01724 -6.08334 -0.08 0.01 -0.13
O 0.78321 0.18535 -4.95818 -0.26 0.03 0.06
N -0.84268 0.47998 -6.53061 0.34 -0.20 -0.06
C -1.30727 0.24267 -7.88432 -0.13 0.15 0.20
C -1.67682 1.23776 -5.61963 0.44 -0.14 -0.07
H 0.90888 -0.54562 -6.84588 -0.03 0.03 -0.03
H -1.46355 1.20129 -8.38367 -0.04 -0.11 -0.14
H -2.25066 -0.30683 -7.84928 0.02 0.01 -0.18
H -0.57781 -0.33762 -8.44788 0.00 0.04 0.10
H -1.12950 2.12159 -5.28290 -0.13 0.01 0.12
H -1.91006 0.61806 -4.75020 -0.08 0.09 0.01
H -2.59962 1.54281 -6.11021 0.08 -0.10 -0.05
```
Positions in Å, forces in eV/Å.

Atomic charges from the Mulliken analysis, expressed in e, are listed below: -0.881 -0.588 -0.129 -1.240 -0.003 0.029 0.028 0.634 -1.546 0.417 1.311 -0.553 -0.519 -0.241 -0.859 0.151 1.223 -1.139 0.179 -0.347 0.160 0.210 0.423 0.555 0.392 0.316 0.390 0.375 0.387 0.491 0.362 0.253 0.389 0.285 0.122 -0.220 -0.758 0.323 -0.914 -1.047 0.546 0.361 0.330 0.380 0.280 0.269 0.460 0.075 -0.576 0.133 -0.912 -0.938 0.264 0.339 0.335 0.298 0.286 0.272 0.378 0.099 -0.588 0.130 -0.921 -0.708 0.302 0.338 0.337 0.294 0.048 0.300 0.388 0.061 -0.566 0.114 -0.939 -0.632 0.258 0.334 0.338 0.295 0.065 0.266 0.377 0.042 -0.537 0.159 -0.912 -1.014 0.243 0.319 0.319 0.298 0.362 0.314 0.413

[2]
# C15H18As2N2O7STc

A structure of composition C15H18As2N2O7STc at a distorted geometry (the ωB97M-V functional and the def2-TZVPD basis, the OMol25 dataset).

Results
- energy relative to the best compared isomer or geometry (same formula, charge and spin) (kJ/mol) = 142.0
- multiplicity = 2
- lowest unoccupied orbital energy (alpha / beta) (eV) = -8.92 / -8.80
- net charge = +2
- E_HOMO (alpha / beta) (eV) = -14.153 / -14.101
- HOMO-LUMO gap (alpha / beta) (eV) = 5.228 / 5.297
- <S²> = 0.764

Structure (XYZ):
```
46
Properties=species:S:1:pos:R:3:forces:R:3
Tc 0.45658 1.22974 0.33695 1.73 -1.30 -0.90
O 1.90341 -0.76305 4.23701 -0.05 0.01 -0.04
As 1.79034 0.23583 2.86198 0.14 -0.28 0.01
O 3.06992 -0.19566 1.74956 0.01 -0.04 0.05
O 0.38348 0.00585 1.98088 0.10 0.02 0.00
C 2.09610 1.96528 3.49433 0.06 0.22 0.14
C 2.52340 2.17276 4.80661 -0.02 0.04 0.00
C 2.74976 3.46581 5.24833 -0.01 -0.05 0.00
C 2.56542 4.53787 4.38613 -0.02 0.01 -0.07
C 2.15763 4.34097 3.07176 0.00 -0.14 0.14
C 1.91670 3.05091 2.63734 0.02 0.07 0.05
S 0.11416 3.74601 0.58222 -0.02 0.01 -0.24
O 1.55041 2.83638 1.31620 -0.05 -0.16 -0.07
O -0.87294 2.82464 1.20836 -0.10 -0.08 0.05
O 0.43157 3.09923 -0.73655 0.02 0.30 -0.14
H 1.66255 -1.69260 4.10344 0.04 -0.02 0.01
H 2.66886 1.33364 5.47313 0.00 -0.01 -0.01
H 3.07429 3.63581 6.26478 0.00 0.00 0.01
H 2.75088 5.54527 4.73316 0.01 0.00 0.00
H 2.04674 5.17890 2.39677 0.00 0.00 -0.02
N 4.61712 -3.46243 1.13741 0.00 -0.10 0.03
C 4.34222 -2.51588 0.54743 0.09 -0.02 0.12
C 3.92498 -1.32987 -0.11397 0.43 0.29 -0.55
C 4.59501 -0.77015 -1.15450 -0.15 -0.88 0.89
C 4.06756 0.39264 -1.74456 -1.57 1.11 0.13
C 2.84678 0.91325 -1.31643 1.97 0.36 -1.94
N 2.13970 0.40262 -0.32682 -2.54 0.30 2.05
C 2.69138 -0.69860 0.45993 -0.02 -0.16 0.11
H 5.50508 -1.21288 -1.53307 0.01 -0.06 0.03
H 4.58118 0.87498 -2.56223 -0.01 0.05 -0.03
H 2.41938 1.77730 -1.81203 0.05 -0.01 0.01
H 1.89957 -1.45116 0.56517 0.10 0.10 0.01
C -3.00418 -1.51485 -1.34197 0.03 -0.10 0.01
As -2.14921 0.17516 -1.49422 -0.23 -0.04 -0.09
C -3.19980 1.55608 -0.70626 0.01 0.07 0.05
C -1.73840 0.59372 -3.30529 0.10 -0.02 -0.06
O -0.66062 -0.00351 -0.64412 -0.02 0.50 0.28
H -3.87926 -1.53402 -1.99222 0.02 0.01 0.02
H -3.30580 -1.67442 -0.30733 0.02 0.02 -0.04
H -2.29672 -2.28628 -1.64731 -0.06 0.03 0.01
H -4.19799 1.51384 -1.14275 0.00 0.00 0.00
H -2.74895 2.52471 -0.91719 -0.02 -0.04 0.00
H -3.26163 1.39957 0.37019 0.00 -0.01 -0.04
H -2.66367 0.68280 -3.87473 0.00 -0.01 0.03
H -1.12592 -0.20662 -3.72077 -0.03 0.05 0.01
H -1.19630 1.53854 -3.33912 -0.02 -0.03 0.01
```
Positions in Å, forces in eV/Å.

Atomic charges from the Mulliken analysis, expressed in e, are listed below: 1.086 -0.566 1.278 -0.405 -0.619 0.386 -0.751 -0.741 -0.665 -0.719 0.688 0.627 -0.194 -0.502 -0.401 0.387 0.493 0.444 0.431 0.485 -0.412 -0.250 -0.075 -0.127 -0.840 -0.412 0.720 0.283 0.555 0.450 0.529 0.506 -1.070 0.773 -1.050 -1.035 -0.689 0.416 0.370 0.360 0.452 0.304 0.366 0.428 0.374 0.332

Ordered E_tot results: -5686.5386 -6168.4917; unit hartree.